Entry 1:
21
Properties=species:S:1:pos:R:3 method="wB97M-V/def2-TZVPD" e_homo_ev=-7.261 homo_lumo_gap_ev=7.6 relative_energy_kj_mol=544.7
C 2.383 -0.120 -0.141
C 1.108 -0.563 -0.582
C -0.078 -1.430 0.130
C -1.161 -0.532 -0.479
C -2.454 -0.271 0.271
C 0.002 0.454 -0.420
C 0.030 1.346 0.792
H 1.898 1.352 -1.112
H 2.487 0.261 0.875
H 3.290 -0.528 -0.583
H 1.147 -0.929 -1.615
H -0.015 -2.459 -0.224
H -0.068 -1.407 1.221
H -1.367 -0.845 -1.508
H -2.276 -0.030 1.324
H -3.012 0.561 -0.174
H -3.102 -1.153 0.240
H 1.102 1.553 -1.333
H 0.948 1.938 0.817
H -0.027 0.788 1.740
H -0.834 2.015 0.761

***

Entry 2:
21
Properties=species:S:1:pos:R:3 method="wB97M-V/def2-TZVPD" e_homo_ev=-8.779 homo_lumo_gap_ev=9.9 relative_energy_kj_mol=97.3
C -0.997 1.410 -2.632
C -0.969 0.914 -1.182
C 0.227 -0.041 -0.984
C 0.467 -0.492 0.423
C -0.363 -0.216 1.418
C -0.263 -0.788 2.807
C 1.815 -1.145 0.665
H -0.012 1.789 -2.906
H -1.213 0.547 -3.263
H -1.574 2.320 -2.805
H -0.744 1.804 -0.574
H -1.917 0.470 -0.888
H 0.042 -0.827 -1.720
H 1.110 0.473 -1.383
H -1.230 0.430 1.350
H 0.032 -0.017 3.521
H -1.250 -1.121 3.152
H 0.385 -1.642 3.019
H 1.718 -1.980 1.342
H 2.197 -1.509 -0.294
H 2.538 -0.379 0.934

***

Entry 3:
21
Properties=species:S:1:pos:R:3 method="wB97M-V/def2-TZVPD" e_homo_ev=-8.187 homo_lumo_gap_ev=9.3 relative_energy_kj_mol=344.0
C 0.045 2.083 -0.878
C -0.690 1.189 1.316
C -0.822 -0.487 -2.095
C -0.651 1.043 -0.040
C -0.811 -0.285 -0.596
H -1.600 -0.847 -0.097
H 0.222 2.991 -0.305
H 1.014 1.724 -1.233
H -0.505 2.149 1.776
H -1.312 0.537 1.913
H 0.836 -0.142 1.536
H -0.552 2.331 -1.757
H -0.870 -1.549 -2.336
H -1.696 -0.018 -2.554
H 0.061 -0.057 -2.567
C 1.206 -2.255 1.843
C 1.332 -1.113 1.147
H 1.917 -3.066 1.764
H 0.351 -2.436 2.480
H 2.273 -0.918 0.642
H 0.252 -0.875 0.041

***

Entry 4:
21
Properties=species:S:1:pos:R:3 method="wB97M-V/def2-TZVPD" e_homo_ev=-8.738 homo_lumo_gap_ev=9.9 relative_energy_kj_mol=161.8 smiles=CC[C@@]1(C)C[C@H]1C
C 1.947 -0.667 0.922
C 1.099 -0.640 -0.357
C 0.063 0.442 -0.384
C 0.581 1.882 -0.237
C -1.127 0.418 -1.265
C -1.371 0.157 0.190
C -1.963 -1.199 0.550
H 2.639 -1.514 0.891
H 2.552 0.240 1.039
H 1.335 -0.773 1.829
H 1.743 -0.520 -1.234
H 0.577 -1.600 -0.452
H 1.069 2.146 -1.186
H 1.311 2.050 0.563
H -0.231 2.611 -0.100
H -1.433 1.311 -1.800
H -1.199 -0.496 -1.853
H -1.207 0.870 0.970
H -1.932 -1.392 1.625
H -1.432 -2.006 0.034
H -3.021 -1.319 0.254

***

Entry 5:
21
Properties=species:S:1:pos:R:3 method="wB97M-V/def2-TZVPD" e_homo_ev="-6.785 / -6.928" homo_lumo_gap_ev="7.4 / 7.6" relative_energy_kj_mol=505.2
C 1.986 -0.822 0.746
C 0.813 -0.739 -0.164
C 0.034 0.442 -0.176
C 0.458 1.706 0.306
C -1.141 0.473 -1.224
C -1.569 0.207 0.125
C -2.056 -1.132 0.611
H 2.467 -1.804 0.719
H 2.749 -0.062 0.515
H 1.676 -0.615 1.789
H 2.003 0.566 -1.634
H 0.434 -1.637 -0.640
H 1.368 1.809 0.884
H -0.215 2.556 0.273
H 1.952 1.304 -1.441
H -1.305 1.452 -1.660
H -1.109 -0.354 -1.928
H -1.956 1.050 0.687
H -1.729 -1.323 1.637
H -1.707 -1.949 -0.023
H -3.153 -1.128 0.600

***

Entry 6:
21
Properties=species:S:1:pos:R:3 method="wB97M-V/def2-TZVPD" e_homo_ev=-8.627 homo_lumo_gap_ev=9.8 relative_energy_kj_mol=538.4
C -1.576 1.256 0.533
C -1.706 -0.109 0.536
C -2.483 -0.845 -0.527
C 0.380 -1.073 -0.142
C 1.354 -0.126 -0.248
C 2.758 0.082 0.172
C 2.317 0.352 -1.266
H -0.038 1.601 0.261
H -1.909 1.829 -0.332
H -1.496 1.808 1.466
H -1.619 -0.614 1.496
H -3.556 -0.792 -0.306
H -2.326 -0.400 -1.516
H -2.214 -1.905 -0.582
H 0.318 -1.714 0.732
H -0.144 -1.402 -1.033
H 0.680 1.183 0.105
H 3.035 0.942 0.778
H 3.350 -0.811 0.362
H 2.621 -0.344 -2.044
H 2.287 1.393 -1.581

***

Entry 7:
21
Properties=species:S:1:pos:R:3 method="wB97M-V/def2-TZVPD" e_homo_ev=-10.095 homo_lumo_gap_ev=11.2 relative_energy_kj_mol=120.8 smiles=C[C@@H]1[C@H](C)C[C@@H]1C
C 2.411 -0.152 0.183
C 1.087 -0.480 -0.631
C -0.022 -1.410 -0.004
C -1.165 -0.514 -0.540
C -2.372 -0.222 0.369
C -0.087 0.588 -0.786
C 0.001 1.602 0.344
H 2.199 -0.124 1.245
H 3.233 -0.890 0.043
H 2.878 0.802 -0.122
H 1.673 -0.787 -1.485
H -0.096 -2.486 -0.210
H 0.030 -1.281 1.083
H -1.562 -0.894 -1.493
H -2.068 0.145 1.356
H -3.048 0.530 -0.062
H -2.980 -1.122 0.535
H -0.220 1.120 -1.740
H 0.873 2.242 0.192
H 0.122 1.098 1.311
H -0.888 2.237 0.410

***

Entry 8:
21
Properties=species:S:1:pos:R:3 method="wB97M-V/def2-TZVPD" e_homo_ev=-9.174 homo_lumo_gap_ev=10.2 relative_energy_kj_mol=276.7 smiles="C=C(C)C.C=CC"
C -1.503 1.413 -0.045
C -1.927 0.185 -0.285
C -3.201 -0.313 0.251
C 1.475 -0.900 1.125
C 2.670 1.097 0.257
C 1.642 -0.492 -1.397
C 1.988 -0.028 0.045
H -0.734 2.048 -0.539
H -2.040 1.862 0.747
H -3.039 -1.303 0.722
H -3.710 0.391 0.859
H -3.963 -0.553 -0.456
H 1.524 -0.538 2.157
H 0.431 -1.043 0.943
H 1.902 -1.927 1.235
H 3.199 1.677 -0.617
H -1.559 -0.290 -1.073
H 2.714 1.340 1.309
H 0.813 -0.072 -1.826
H 1.449 -1.655 -1.538
H 2.501 -0.127 -1.982